i.
ORCA calculation (wB97M-V/def2-TZVPD) on a cluster of 9 separate species, C27H27F9O27 in total.

## Properties
LUMO, eV: -0.1
Structure (SMILES): O=C1OC[C@@H](F)O1.O=C1OC[C@@H](F)O1.O=C1OC[C@@H](F)O1.O=C1OC[C@@H](F)O1.O=C1OC[C@@H](F)O1.O=C1OC[C@@H](F)O1.O=C1OC[C@@H](F)O1.O=C1OC[C@@H](F)O1.O=C1OC[C@@H](F)O1
Molar mass, g mol⁻¹: 954.468
Orbital gap, eV: 10.7

Structure (XYZ):
```
90
Properties=species:S:1:pos:R:3:lowdin_charge:R:1
O 0.125 -1.428 2.592 0.165
C 0.074 -0.649 1.694 -0.547
O -1.072 -0.237 1.131 0.081
C -0.799 0.312 -0.160 -0.032
C 0.739 0.497 -0.141 -0.283
F 1.046 1.830 -0.126 0.058
O 1.134 -0.081 1.073 0.103
H -1.066 -0.402 -0.930 0.117
H -1.235 1.302 -0.239 0.129
H 1.234 0.032 -0.989 0.160
O -0.200 -0.131 -3.309 0.186
C 0.270 0.820 -3.836 -0.533
O -0.409 1.653 -4.643 0.073
C 0.472 2.685 -5.108 -0.039
C 1.714 2.495 -4.257 -0.300
F 1.689 3.401 -3.230 0.058
O 1.582 1.199 -3.762 0.140
H 0.596 2.525 -6.180 0.143
H -0.007 3.657 -5.013 0.127
H 2.655 2.622 -4.783 0.169
O -5.028 -4.975 3.740 0.184
C -4.500 -4.217 3.002 -0.541
O -4.995 -3.758 1.835 0.086
C -3.981 -3.005 1.179 -0.049
C -3.014 -2.641 2.306 -0.325
F -3.254 -1.408 2.811 0.086
O -3.262 -3.672 3.221 0.115
H -3.445 -3.628 0.459 0.142
H -4.405 -2.150 0.666 0.117
H -1.984 -2.765 1.984 0.140
O -4.216 6.804 -2.454 0.197
C -3.358 6.006 -2.595 -0.545
O -2.080 6.261 -2.965 0.068
C -1.301 5.128 -2.513 -0.031
C -2.300 4.010 -2.707 -0.315
F -2.068 3.021 -1.797 0.064
O -3.523 4.652 -2.443 0.128
H -0.379 5.125 -3.083 0.125
H -1.111 5.253 -1.445 0.152
H -2.325 3.544 -3.694 0.165
O -2.140 -6.849 1.081 0.192
C -1.133 -6.391 1.496 -0.540
O -1.061 -5.446 2.469 0.055
C 0.290 -5.349 2.921 -0.032
C 1.044 -5.832 1.685 -0.317
F 2.180 -6.487 2.004 0.083
O 0.119 -6.711 1.066 0.138
H 0.466 -4.287 3.068 0.119
H 0.514 -6.006 3.758 0.150
H 1.260 -5.041 0.962 0.164
O -3.631 -0.578 -1.061 0.180
C -4.397 -0.369 -1.940 -0.532
O -4.181 0.401 -3.019 0.075
C -5.469 0.752 -3.561 -0.035
C -6.280 -0.465 -3.162 -0.290
F -6.055 -1.466 -4.073 0.061
O -5.675 -0.854 -1.955 0.133
H -5.816 1.685 -3.121 0.144
H -5.332 0.812 -4.637 0.143
H -7.350 -0.344 -3.043 0.170
O 3.996 -2.722 -1.297 0.181
C 3.873 -2.750 -0.120 -0.559
O 2.697 -2.695 0.532 0.072
C 2.953 -2.558 1.921 -0.069
C 4.410 -3.029 2.059 -0.298
F 4.528 -4.346 2.371 0.079
O 4.910 -2.842 0.764 0.132
H 2.982 -1.497 2.172 0.121
H 2.261 -3.081 2.567 0.120
H 4.915 -2.400 2.789 0.168
O 0.617 3.170 7.211 0.193
C 1.054 3.135 6.116 -0.554
O 0.709 2.275 5.145 0.064
C 1.185 2.789 3.869 -0.013
C 2.356 3.639 4.337 -0.315
F 2.452 4.778 3.592 0.061
O 2.041 3.974 5.657 0.130
H 1.428 1.940 3.237 0.126
H 0.306 3.296 3.475 0.147
H 3.325 3.140 4.326 0.169
O 4.673 3.154 -2.731 0.192
C 4.881 2.414 -1.839 -0.554
O 6.103 2.303 -1.250 0.080
C 5.933 1.518 -0.072 -0.047
C 4.729 0.670 -0.458 -0.286
F 3.986 0.359 0.638 0.074
O 3.996 1.589 -1.250 0.134
H 6.779 0.958 0.309 0.144
H 5.590 2.196 0.717 0.145
H 4.967 -0.237 -1.014 0.169
```


ii.
ORCA calculation (wB97M-V/def2-TZVPD) on a cluster of 9 separate species, C27H27F9O27 in total.

## Properties
LUMO, eV: -0.1
Structure (SMILES): O=C1OC[C@@H](F)O1.O=C1OC[C@@H](F)O1.O=C1OC[C@@H](F)O1.O=C1OC[C@@H](F)O1.O=C1OC[C@@H](F)O1.O=C1OC[C@@H](F)O1.O=C1OC[C@@H](F)O1.O=C1OC[C@@H](F)O1.O=C1OC[C@@H](F)O1
Molar mass, g mol⁻¹: 954.468
Orbital gap, eV: 10.4

Structure (XYZ):
```
90
Properties=species:S:1:pos:R:3:lowdin_charge:R:1
O -1.309 -0.452 3.519 0.167
C -1.638 -0.299 4.666 -0.502
O -1.356 0.792 5.456 0.071
C -2.228 0.665 6.554 -0.080
C -2.400 -0.801 6.713 -0.324
F -3.644 -0.988 7.179 0.086
O -2.325 -1.213 5.371 0.159
H -1.823 1.159 7.436 0.149
H -3.136 1.185 6.243 0.153
H -1.714 -1.304 7.396 0.179
O -1.890 0.000 -2.873 0.124
C -1.450 0.035 -1.718 -0.513
O -0.226 -0.355 -1.291 0.059
C -0.323 -0.628 0.104 -0.033
C -1.324 0.477 0.448 -0.288
F -0.739 1.680 0.448 0.105
O -2.205 0.391 -0.668 0.130
H -0.663 -1.663 0.180 0.137
H 0.636 -0.594 0.620 0.123
H -1.967 0.386 1.322 0.154
O 2.702 -1.027 -3.395 0.116
C 2.050 -0.334 -4.167 -0.503
O 0.807 -0.554 -4.595 0.067
C 0.369 0.707 -5.153 -0.020
C 1.688 1.054 -5.884 -0.294
F 1.676 2.383 -6.224 0.067
O 2.547 0.775 -4.825 0.111
H -0.455 0.485 -5.828 0.143
H 0.121 1.390 -4.343 0.131
H 1.846 0.436 -6.767 0.173
O -2.941 3.003 -6.653 0.150
C -3.757 2.627 -5.839 -0.518
O -4.091 3.287 -4.695 0.056
C -5.261 2.642 -4.193 -0.060
C -5.023 1.204 -4.604 -0.254
F -6.186 0.615 -5.028 0.040
O -4.308 1.382 -5.841 0.127
H -5.362 2.825 -3.125 0.128
H -6.101 3.151 -4.669 0.144
H -4.624 0.520 -3.857 0.166
O -0.999 3.313 -2.200 0.209
C -1.835 3.721 -1.468 -0.535
O -3.164 3.813 -1.663 0.074
C -3.682 4.717 -0.753 -0.087
C -2.755 4.545 0.482 -0.277
F -3.239 3.516 1.229 0.062
O -1.592 4.292 -0.264 0.115
H -3.491 5.747 -1.063 0.144
H -4.717 4.504 -0.494 0.142
H -2.684 5.431 1.108 0.170
O 1.326 2.060 2.705 0.147
C 1.627 0.994 3.217 -0.513
O 2.051 -0.079 2.499 0.051
C 2.305 -1.186 3.376 -0.058
C 2.403 -0.393 4.677 -0.322
F 3.720 -0.066 4.847 0.067
O 1.576 0.724 4.534 0.154
H 1.436 -1.825 3.536 0.134
H 3.269 -1.678 3.288 0.142
H 2.121 -1.073 5.481 0.170
O 3.603 -6.195 -0.232 0.130
C 3.330 -5.042 -0.488 -0.622
O 2.249 -4.682 -1.136 0.114
C 2.237 -3.239 -1.151 -0.024
C 3.321 -2.819 -0.207 -0.312
F 2.804 -2.395 0.936 0.094
O 3.976 -4.029 -0.005 0.181
H 2.560 -3.024 -2.170 0.123
H 1.228 -2.853 -1.023 0.140
H 3.847 -1.995 -0.693 0.178
O 1.707 3.458 -3.500 0.155
C 2.217 3.271 -2.422 -0.531
O 3.321 2.531 -2.261 0.083
C 3.512 2.300 -0.899 -0.054
C 2.506 3.288 -0.163 -0.282
F 3.011 4.462 0.279 0.084
O 1.651 3.543 -1.232 0.119
H 3.229 1.264 -0.708 0.129
H 4.504 2.497 -0.493 0.136
H 1.971 2.725 0.601 0.134
O 0.120 -3.835 1.709 0.132
C 0.735 -4.794 2.133 -0.562
O 1.897 -4.661 2.845 0.039
C 2.458 -5.931 3.087 -0.057
C 1.365 -6.909 2.606 -0.234
F 0.676 -7.319 3.690 0.078
O 0.503 -6.035 1.827 0.164
H 3.326 -5.969 2.425 0.129
H 2.739 -5.998 4.135 0.142
H 1.746 -7.736 2.013 0.173
```


Stability summary: most stable i, least stable ii.


i.
ORCA calculation (wB97M-V/def2-TZVPD) on the molecule C20H21N3O5S.

## Properties
LUMO, eV: -0.4
Structure (SMILES): CC(C)Cn1c(=O)c(C(=O)Nc2ccccc2S(N)(=O)=O)c(O)c2ccccc21
Molar mass, g mol⁻¹: 415.471
Orbital gap, eV: 8.6

Structure (XYZ):
```
50
Properties=species:S:1:pos:R:3:nbo_charge:R:1
C 2.652 -1.326 0.084 -0.611
C 1.663 -1.157 1.234 -0.231
C 2.289 -1.609 2.550 -0.603
C 0.362 -1.938 0.995 -0.216
N -0.357 -1.466 -0.179 -0.405
C -1.066 -0.296 0.022 0.682
O -1.112 0.199 1.148 -0.698
C -1.759 0.256 -1.117 -0.387
C -2.430 1.569 -1.018 0.694
O -3.467 1.798 -1.638 -0.633
N -1.856 2.521 -0.240 -0.652
C -0.539 2.583 0.193 0.296
C 0.525 2.185 -0.620 -0.268
C 1.826 2.298 -0.167 -0.179
C 2.101 2.825 1.086 -0.240
C 1.054 3.243 1.890 -0.158
C -0.244 3.122 1.442 -0.399
S -1.596 3.567 2.526 2.315
N -2.187 2.108 3.056 -1.063
O -1.097 4.268 3.670 -0.935
O -2.612 4.200 1.728 -0.949
C -1.935 -0.487 -2.265 0.466
O -2.734 -0.104 -3.249 -0.649
C -1.186 -1.702 -2.429 -0.118
C -1.252 -2.416 -3.632 -0.149
C -0.498 -3.548 -3.817 -0.242
C 0.344 -3.975 -2.794 -0.161
C 0.416 -3.293 -1.600 -0.255
C -0.357 -2.145 -1.375 0.209
H 2.988 -2.358 0.012 0.198
H 2.205 -1.037 -0.864 0.210
H 3.525 -0.699 0.253 0.214
H 1.398 -0.098 1.316 0.223
H 1.600 -1.452 3.376 0.212
H 3.196 -1.043 2.748 0.214
H 2.546 -2.665 2.510 0.199
H -0.298 -1.772 1.851 0.239
H 0.555 -3.006 0.912 0.203
H -2.464 3.257 0.131 0.459
H 0.324 1.794 -1.606 0.226
H 2.636 1.980 -0.807 0.220
H 3.120 2.912 1.429 0.222
H 1.215 3.667 2.869 0.245
H -2.128 1.384 2.348 0.431
H -1.709 1.821 3.895 0.399
H -3.247 0.686 -2.931 0.527
H -1.906 -2.043 -4.404 0.236
H -0.548 -4.096 -4.744 0.221
H 0.953 -4.855 -2.933 0.219
H 1.090 -3.659 -0.845 0.220
```


ii.
ORCA calculation (wB97M-V/def2-TZVPD) on the molecule C20H21N3O5S.

## Properties
LUMO, eV: 0.1
Structure (SMILES): COc1cccc(-n2c(=O)c3sccc3n(CC(=O)NC[C@@H]3CCCO3)c2=O)c1
Molar mass, g mol⁻¹: 415.471
Orbital gap, eV: 8.7

Structure (XYZ):
```
50
Properties=species:S:1:pos:R:3:nbo_charge:R:1
C -6.277 -0.300 0.372 -0.254
O -5.838 1.020 0.152 -0.489
C -4.505 1.252 0.052 0.316
C -4.130 2.564 -0.246 -0.251
C -2.799 2.894 -0.384 -0.187
C -1.814 1.931 -0.235 -0.246
C -2.189 0.637 0.079 0.257
N -1.188 -0.381 0.228 -0.500
C -1.233 -1.451 -0.685 0.656
O -2.116 -1.548 -1.506 -0.575
C -0.112 -2.335 -0.524 -0.383
S 0.247 -3.681 -1.548 0.507
C 1.681 -3.988 -0.658 -0.355
C 1.885 -3.123 0.372 -0.291
C 0.847 -2.167 0.458 0.193
N 0.712 -1.154 1.373 -0.407
C 1.692 -0.968 2.430 -0.305
C 2.858 -0.147 1.854 0.667
O 3.894 -0.661 1.487 -0.630
N 2.564 1.160 1.761 -0.622
C 3.353 2.084 0.984 -0.247
C 2.630 2.447 -0.329 0.093
C 2.422 1.212 -1.233 -0.445
C 3.012 1.648 -2.577 -0.425
C 4.014 2.715 -2.140 -0.068
O 3.385 3.388 -1.068 -0.523
C -0.260 -0.187 1.226 0.809
O -0.286 0.783 1.961 -0.652
C -3.521 0.285 0.229 -0.312
H -5.956 -0.671 1.351 0.175
H -5.920 -0.975 -0.411 0.183
H -7.365 -0.256 0.344 0.201
H -4.906 3.302 -0.369 0.225
H -2.520 3.910 -0.619 0.218
H -0.772 2.183 -0.354 0.213
H 2.314 -4.802 -0.950 0.244
H 2.751 -3.145 1.007 0.251
H 1.209 -0.433 3.249 0.250
H 2.045 -1.942 2.770 0.229
H 1.633 1.461 2.030 0.429
H 3.532 2.997 1.557 0.206
H 4.309 1.604 0.766 0.227
H 1.678 2.933 -0.075 0.175
H 1.371 0.936 -1.315 0.214
H 2.974 0.361 -0.835 0.219
H 2.242 2.098 -3.204 0.206
H 3.481 0.831 -3.118 0.218
H 4.952 2.251 -1.804 0.160
H 4.235 3.457 -2.908 0.195
H -3.768 -0.736 0.466 0.229
```


iii.
ORCA calculation (wB97M-V/def2-TZVPD) on the molecule C20H21N3O5S.

## Properties
LUMO, eV: 0.6
Structure (SMILES): COCCNC(=O)[C@H](OC(=O)C[C@H]1Sc2ccccc2NC1=O)c1ccncc1
Molar mass, g mol⁻¹: 415.471
Orbital gap, eV: 9.3

Structure (XYZ):
```
50
Properties=species:S:1:pos:R:3:nbo_charge:R:1
C -0.667 -2.537 2.451 -0.264
O 0.265 -2.674 1.395 -0.568
C -0.020 -3.712 0.483 -0.076
C -1.298 -3.486 -0.339 -0.262
N -1.275 -2.203 -1.002 -0.620
C -2.036 -1.187 -0.574 0.664
O -2.884 -1.286 0.290 -0.628
C -1.808 0.144 -1.326 -0.024
O -0.408 0.436 -1.389 -0.525
C 0.070 0.980 -2.517 0.808
O -0.560 1.117 -3.527 -0.570
C 1.510 1.413 -2.313 -0.506
C 2.466 0.214 -2.223 -0.425
S 4.071 0.724 -1.526 0.298
C 3.487 1.091 0.102 -0.247
C 4.080 2.101 0.847 -0.190
C 3.616 2.391 2.116 -0.222
C 2.550 1.679 2.644 -0.199
C 1.963 0.665 1.912 -0.247
C 2.428 0.353 0.638 0.210
N 1.859 -0.713 -0.052 -0.634
C 1.873 -0.901 -1.382 0.705
O 1.389 -1.892 -1.907 -0.655
C -2.530 1.251 -0.602 0.016
C -3.831 1.597 -0.937 -0.234
C -4.453 2.599 -0.207 0.043
N -3.871 3.246 0.787 -0.417
C -2.634 2.911 1.104 0.043
C -1.918 1.921 0.450 -0.259
H -1.610 -2.102 2.108 0.206
H -0.861 -3.505 2.922 0.172
H -0.208 -1.872 3.182 0.188
H -0.100 -4.671 1.012 0.174
H 0.840 -3.740 -0.191 0.208
H -2.185 -3.506 0.299 0.232
H -1.373 -4.280 -1.087 0.209
H -0.478 -2.044 -1.611 0.436
H -2.195 0.037 -2.349 0.242
H 1.553 1.982 -1.380 0.243
H 1.804 2.056 -3.142 0.250
H 2.675 -0.183 -3.219 0.266
H 4.905 2.647 0.418 0.224
H 4.082 3.177 2.690 0.220
H 2.178 1.911 3.631 0.220
H 1.140 0.095 2.316 0.217
H 1.319 -1.380 0.504 0.450
H -4.347 1.097 -1.742 0.219
H -5.467 2.902 -0.432 0.192
H -2.195 3.461 1.927 0.190
H -0.910 1.675 0.747 0.222
```


Stability summary: most stable i, least stable ii.